Molecular formula: C22H68N16O10
Method: DFT, wB97M-V/def2-TZVPD

Geometry as XYZ:
```
116
C22H68N16O10, DFT wB97M-V/def2-TZVPD
C -23.8438 4.3970 4.8391
O -23.3267 5.6280 4.2645
C -21.8968 5.5484 4.1004
C -21.2291 6.8194 3.5248
C -21.8621 7.5217 2.3391
N -19.9654 6.3463 2.9022
H -24.9102 4.2503 4.6680
H -23.7367 4.5825 5.9079
H -23.2005 3.5172 4.8584
H -21.3021 5.5388 5.0137
H -21.6048 4.7278 3.4451
H -21.1270 7.5317 4.3434
H -21.9431 6.8649 1.4730
H -21.3950 8.4333 1.9663
H -22.8841 7.8442 2.5380
H -19.4555 7.0910 2.4487
H -19.3733 6.0030 3.6449
C -17.5643 -1.4537 -6.6705
O -18.8629 -0.7510 -6.8769
C -19.6356 -0.7337 -5.7327
C -21.0177 -0.1435 -5.9122
C -21.8320 -0.8090 -7.1193
N -20.8540 1.2614 -6.1325
H -16.8961 -1.2601 -7.5096
H -17.5028 -2.5290 -6.8378
H -17.2060 -1.0322 -5.7313
H -19.8662 -1.7573 -5.4374
H -19.1432 -0.2540 -4.8868
H -21.6931 -0.2172 -5.0598
H -21.1862 -0.8943 -7.9932
H -22.7188 -0.2136 -7.3361
H -22.1080 -1.8361 -6.8805
H -20.3626 1.4534 -6.9937
H -20.3459 1.7430 -5.4045
C -21.1778 -3.5172 5.6056
O -20.4970 -3.4474 4.3854
C -19.1042 -2.9746 4.4014
C -18.7319 -2.1986 3.0932
C -19.7838 -1.0866 2.9185
N -18.7864 -3.1593 2.0131
H -21.8647 -4.3543 5.4811
H -21.8310 -2.6571 5.7531
H -20.4959 -3.8570 6.3851
H -19.0395 -2.3303 5.2782
H -18.3839 -3.7602 4.6298
H -17.7564 -1.7147 3.1431
H -19.4046 -0.3410 2.2197
H -20.0020 -0.6261 3.8820
H -20.6697 -1.3962 2.3641
H -18.9462 -2.4927 1.2713
H -19.7058 -3.5774 2.0163
C -4.9389 4.1836 -0.7823
O -4.6469 5.4208 -0.3390
C -3.4214 5.7108 0.2926
C -3.5211 7.1993 0.8329
C -2.2719 8.0082 1.2208
N -4.5630 7.2647 1.8564
H -5.2798 3.6190 0.0855
H -4.0164 3.7724 -1.1922
H -5.7639 4.4090 -1.4580
H -3.0557 5.0395 1.0696
H -2.6850 5.6833 -0.5106
H -3.9271 7.7256 -0.0310
H -2.3479 9.0873 1.0873
H -1.3305 7.6580 0.7974
H -2.0848 8.0653 2.2931
H -5.4715 7.3781 1.4300
H -4.5554 6.3484 2.2811
N -9.9774 3.9499 3.1097
C -9.7824 3.0706 4.0416
N -10.8288 2.6100 4.5889
O -8.7139 2.6229 4.3742
H -10.9040 4.0521 2.7210
H -9.2174 4.3180 2.5555
H -11.7519 2.6918 4.1872
H -10.7852 1.9305 5.3348
N -10.4497 -1.4724 -4.7860
C -9.6572 -1.0936 -5.7816
N -8.9028 -2.0631 -6.2451
O -9.8228 -0.0187 -6.3337
H -11.1249 -0.8652 -4.3440
H -10.5195 -2.4034 -4.4007
H -8.3010 -1.9852 -7.0525
H -8.9307 -2.9410 -5.7464
N -16.8710 10.3431 -3.2478
C -17.2977 9.6517 -4.3156
N -16.3027 9.4607 -5.1079
O -18.4904 9.4056 -4.5354
H -17.6613 10.6558 -2.7022
H -15.9847 10.7665 -3.0124
H -15.3539 9.5795 -4.7829
H -16.4939 8.8593 -5.8965
N -14.5415 4.5336 -1.9714
C -13.7807 3.6174 -2.5731
N -12.9044 4.1591 -3.3324
O -13.8789 2.4171 -2.3853
H -15.2329 4.2816 -1.2795
H -14.5610 5.4377 -2.4211
H -12.1837 3.6762 -3.8496
H -12.8430 5.1583 -3.4669
N -8.7513 10.7298 -5.3245
C -8.8791 9.6149 -4.7009
N -7.6947 9.1798 -4.2314
O -9.9777 9.0195 -4.7970
H -7.8131 10.7968 -5.6925
H -9.4967 11.3912 -5.1603
H -6.9710 9.8581 -4.0409
H -7.5330 8.2052 -4.0215
N -13.8080 6.2861 -10.6117
C -12.6529 6.0234 -10.0674
N -12.6742 4.8327 -9.5982
O -11.6743 6.6710 -10.3826
H -14.6053 5.6669 -10.5807
H -13.8411 7.0429 -11.2797
H -11.9619 4.4585 -8.9876
H -13.5651 4.3708 -9.7118
```

- energy above the lowest of the compared OMol25 structures with the same formula, charge and spin (kcal per mole) = 198.2
- SMILES = COC[C@H](C)N.COC[C@H](C)N.COC[C@H](C)N.COC[C@H](C)N.NC(N)=O.NC(N)=O.NC(N)=O.NC(N)=O.NC(N)=O.NC(N)=O
- molar mass (g/mol) = 716.89

---

Molecular formula: C22H68N8O12
Method: DFT, wB97M-V/def2-TZVPD

Geometry as XYZ:
```
110
C22H68N8O12, DFT wB97M-V/def2-TZVPD
N -29.5132 14.9515 -10.5831
C -30.2113 16.0656 -10.4046
N -31.3254 15.9613 -9.6941
O -29.7720 17.3033 -10.9028
H -28.4941 14.9490 -10.8424
H -29.8554 14.0295 -10.3335
H -31.9439 16.7283 -9.5479
H -31.5277 15.0153 -9.3351
N -29.7595 16.3517 -7.3585
C -28.7777 15.4928 -7.3062
N -27.7711 16.0298 -6.6192
O -28.8382 14.1902 -7.7983
H -30.5045 15.9742 -8.0350
H -29.3960 17.3275 -7.5070
H -27.0733 15.3623 -6.3519
H -27.9878 16.8822 -5.9852
N -26.5322 13.5240 -9.0389
C -25.6440 13.6457 -8.0708
N -24.4668 13.8951 -8.5416
O -25.9376 13.5707 -6.7127
H -27.4522 13.5688 -8.5822
H -26.4032 14.1083 -9.9255
H -23.6196 13.7506 -7.9650
H -24.1730 13.6581 -9.5147
N -27.4629 10.3783 -12.2098
C -27.3483 11.5023 -11.5693
N -26.5310 11.3610 -10.6186
O -27.9720 12.6551 -11.8598
H -27.9468 10.3183 -13.1173
H -26.8258 9.6026 -12.0010
H -26.5574 12.1798 -9.8816
H -26.1669 10.3925 -10.3877
C -19.6222 12.8954 -7.3399
C -21.1202 13.0223 -7.8157
C -22.0029 12.1384 -6.9994
O -21.6265 14.1596 -7.9232
H -19.2939 13.6045 -6.5489
H -18.9437 13.0308 -8.1860
H -19.5293 11.8854 -6.9739
H -21.0827 12.5633 -8.7810
H -22.9457 11.9081 -7.4153
H -22.2308 12.5524 -6.0276
H -21.5805 11.1564 -6.7604
H -21.3124 14.6978 -7.1895
C -23.2689 15.0718 -5.1259
C -24.3115 16.1200 -5.3366
C -25.4070 16.0883 -4.2717
O -23.8264 17.2445 -5.3886
H -22.7191 15.0744 -6.0289
H -23.7005 14.0936 -5.0466
H -22.7362 15.1794 -4.1766
H -24.7718 15.8632 -6.3095
H -25.6280 15.0731 -4.0973
H -26.2877 16.6690 -4.5663
H -25.2332 16.3642 -3.2978
H -24.4376 17.8689 -5.9025
C -28.4967 11.1565 -4.8827
C -27.6477 12.2219 -4.1745
C -28.3320 13.5991 -4.3425
O -27.3890 11.9432 -2.9621
H -28.5484 11.3492 -5.9562
H -29.4813 11.3677 -4.5548
H -28.1615 10.1372 -4.7990
H -26.7109 12.3332 -4.6220
H -29.2960 13.7264 -3.7454
H -28.5384 13.6980 -5.4363
H -27.6752 14.4415 -4.1107
H -28.1945 11.7020 -2.5259
C -21.9454 13.1662 -11.4279
C -23.1106 12.2470 -11.5592
C -23.1643 11.2177 -10.4236
O -24.1871 12.8211 -11.3862
H -21.6777 13.5741 -12.3540
H -21.1345 12.7350 -10.8330
H -22.2092 14.0339 -10.8716
H -22.9208 11.6334 -12.4652
H -23.1396 11.6635 -9.4388
H -22.2540 10.6057 -10.2902
H -23.7674 10.3885 -10.4841
H -24.8128 12.1571 -11.2759
C -26.7890 9.9033 -7.8399
C -25.3487 9.7562 -7.4394
C -25.0641 10.5174 -6.1353
O -24.9521 8.6151 -7.1936
H -26.9919 9.2752 -8.7205
H -27.0056 10.9098 -8.0383
H -27.4433 9.5287 -7.0686
H -24.6914 10.1234 -8.2340
H -25.7636 10.3649 -5.3585
H -24.9433 11.5705 -6.3416
H -24.1032 10.4254 -5.7131
H -25.0418 8.1175 -8.0148
C -22.7855 16.8107 -8.6467
O -24.1699 16.6823 -8.6514
H -22.3325 17.6516 -9.2017
H -22.3280 15.9561 -9.1401
H -22.2836 16.8120 -7.6886
H -24.3513 15.7558 -8.4814
C -26.7881 16.1391 -10.6377
O -26.4871 14.9439 -11.2359
H -25.9081 16.6687 -10.2967
H -27.4603 16.0065 -9.7872
H -27.2700 16.8775 -11.2757
H -26.0025 15.1619 -12.0174
C -29.8227 11.2671 -8.9727
O -30.2705 12.3360 -9.8432
H -28.9988 10.7264 -9.3559
H -30.6242 10.5677 -8.7868
H -29.4245 11.7230 -8.0733
H -30.2024 11.9721 -10.7183
```

- energy above the lowest of the compared OMol25 structures with the same formula, charge and spin (kcal per mole) = 151.9
- SMILES = NC(N)=O.NC(N)=O.NC(N)=O.NC(N)=O.CC(C)O.CC(C)O.CC(C)O.CC(C)O.CC(C)O.CO.CO.CO
- molar mass (g/mol) = 636.83

---

Molecular formula: C22H70O20
Method: DFT, wB97M-V/def2-TZVPD

Geometry as XYZ:
```
112
C22H70O20, DFT wB97M-V/def2-TZVPD
C 2.2133 -4.4351 0.9110
O 2.9114 -4.5696 2.1543
H 1.7079 -3.4718 0.9811
H 2.8657 -4.5111 0.0411
H 1.4025 -5.1592 0.8313
H 2.3369 -4.9278 2.8350
C -0.2343 -1.9644 3.7854
O 0.2215 -2.6540 4.9206
H -1.3217 -1.9752 3.7111
H 0.1432 -0.9456 3.6980
H 0.1020 -2.5043 2.9003
H 0.2903 -2.1003 5.7018
C 3.5631 -3.4386 -3.1124
O 2.8866 -2.3024 -2.5498
H 2.9238 -4.2847 -2.8602
H 3.8295 -3.3174 -4.1624
H 4.4907 -3.5486 -2.5507
H 3.1034 -2.1687 -1.6242
C -0.4734 -1.5205 -5.0996
O 0.0241 -1.9406 -3.8822
H -1.5079 -1.8015 -5.2971
H -0.5969 -0.4376 -5.1023
H 0.1920 -1.7632 -5.9281
H 0.9098 -1.6206 -3.6959
C -2.6819 2.4255 4.8056
C -1.3099 1.8478 4.5062
O -0.8561 2.2349 3.2168
O -3.7171 1.8050 3.9742
H -2.6603 3.4712 4.4988
H -2.9929 2.4569 5.8498
H -1.3550 0.7615 4.5835
H -0.5158 2.1622 5.1835
H -0.4397 3.0849 3.3769
H -4.4232 2.4532 3.9203
C -2.3472 3.8103 0.7560
C -2.7386 4.5494 -0.4624
O -1.8346 5.7129 -0.6315
O -3.1148 2.6342 1.0861
H -2.2334 4.4658 1.6193
H -1.3106 3.5092 0.6047
H -3.7943 4.8019 -0.5613
H -2.5166 3.8608 -1.2776
H -2.1471 6.3877 -1.2386
H -2.9021 2.3924 1.9905
C 0.1771 -0.9031 -0.3731
C 0.7834 0.0312 0.6376
O 0.1082 1.2402 0.6214
O -0.9106 -1.5206 0.2556
H 0.8911 -1.6734 -0.6644
H -0.1538 -0.4251 -1.2952
H 1.8044 0.2284 0.3109
H 0.8478 -0.3620 1.6522
H -0.4136 1.3079 1.4244
H -1.4542 -0.8641 0.6972
C 2.7834 2.4657 2.2773
C 3.7240 3.2721 3.1612
O 3.1369 4.5006 3.6203
O 2.3840 3.0801 1.0588
H 1.9455 2.3088 2.9565
H 3.3562 1.5811 1.9987
H 4.5810 3.5565 2.5507
H 4.0301 2.6841 4.0265
H 3.7771 4.9562 4.1717
H 1.8928 2.4029 0.5880
C -4.2532 -0.9807 1.6095
C -4.8476 -0.2906 0.3680
O -5.2520 1.0469 0.6218
O -2.9929 -0.4209 2.0126
H -4.1232 -2.0333 1.3580
H -5.0053 -0.9149 2.3957
H -5.7223 -0.8372 0.0154
H -4.1121 -0.2998 -0.4364
H -4.4701 1.5771 0.7925
H -3.1648 0.1388 2.7734
C -2.2932 -4.8414 -0.6836
C -2.4400 -4.5475 -2.1921
O -2.7167 -3.2119 -2.5513
O -1.0189 -4.2753 -0.2740
H -2.3356 -5.8980 -0.4192
H -3.0767 -4.3660 -0.0934
H -3.2870 -5.1191 -2.5714
H -1.5196 -4.9072 -2.6521
H -1.8891 -2.7580 -2.3765
H -1.1924 -3.3437 -0.1208
C 4.9377 -0.8848 -0.7715
C 5.4575 0.3281 0.0204
O 5.5995 0.0958 1.4226
O 3.7437 -1.4001 -0.2216
H 5.6730 -1.6806 -0.6527
H 4.8043 -0.6401 -1.8252
H 4.7794 1.1563 -0.1856
H 6.4082 0.6840 -0.3766
H 6.3014 -0.5465 1.5508
H 3.9771 -1.6170 0.6840
C 2.2384 2.5015 -3.2948
C 2.0011 1.0849 -2.7281
O 2.7243 0.2121 -3.6492
H 3.2979 2.7352 -3.3992
H 1.6060 3.2698 -2.8500
H 1.8286 2.4535 -4.3037
H 0.9383 0.8513 -2.6645
H 2.3683 1.0409 -1.7027
H 3.1307 -0.5661 -3.2608
C -2.0552 1.3569 -2.8562
C -3.3643 1.4811 -3.6054
O -3.2176 1.1372 -4.9430
H -1.2208 1.7106 -3.4617
H -1.7896 0.3036 -2.7661
H -2.0131 1.8474 -1.8837
H -3.7262 2.5059 -3.6886
H -4.1030 0.8971 -3.0564
H -3.9960 0.6323 -5.1895
```

- molar mass (g/mol) = 654.78

---

Molecular formula: C22H71Cd2N5O13
Method: DFT, wB97M-V/def2-TZVPD

Geometry as XYZ:
```
113
C22H71Cd2N5O13, DFT wB97M-V/def2-TZVPD
Cd -2.9797 -0.0229 -3.2109
Cd -3.4247 -0.1768 0.8774
O -1.4612 -0.4473 1.5376
C -0.5676 -0.3327 0.4252
C -1.2156 -0.5573 -0.9568
O -2.6065 -0.3040 -1.1114
H 0.2865 -0.9821 0.6201
H -0.2038 0.7005 0.5224
H -0.9642 -1.5676 -1.3266
H -0.6196 -0.0382 -1.7283
C 5.1852 4.5845 2.6143
C 3.7573 4.2355 3.0168
C 3.5293 2.7364 3.2666
O 3.1326 2.1145 2.0626
C 2.5926 0.8432 2.3034
N 3.4138 4.9543 4.2406
H 5.3046 5.6684 2.6556
H 5.3867 4.2981 1.5829
H 5.8556 4.1201 3.3362
H 3.1001 4.5344 2.1888
H 2.8301 2.6637 4.1085
H 4.4555 2.2827 3.6372
H 1.6719 0.8905 2.9001
H 3.2772 0.2005 2.8736
H 2.4212 0.3247 1.3601
H 3.4401 5.9626 4.1441
H 2.4636 4.7550 4.5477
C 3.8891 -3.0742 0.2150
C 2.9901 -3.7682 -0.7951
C 3.1479 -5.2788 -0.7542
O 2.8993 -5.7484 0.5493
C 2.8020 -7.1526 0.6347
N 1.5562 -3.4521 -0.4888
H 3.5144 -2.0921 0.5028
H 4.8656 -2.8761 -0.2538
H 4.1977 -3.6133 1.1095
H 3.1169 -3.4727 -1.8377
H 4.1448 -5.5630 -1.1059
H 2.3880 -5.7202 -1.4154
H 3.7010 -7.6446 0.2544
H 1.9190 -7.5226 0.1048
H 2.7082 -7.4052 1.6886
H 1.2800 -4.2026 0.1431
H 1.4276 -2.5857 0.0070
C 1.5140 2.4483 -3.6134
C 0.7416 3.5953 -4.2620
C 0.8015 3.4447 -5.7713
O 0.4101 4.5934 -6.4990
C 1.0479 5.8093 -6.1150
N -0.6778 3.5493 -3.8190
H 1.3746 1.5074 -4.1561
H 1.2327 2.2615 -2.5743
H 2.5868 2.6423 -3.5758
H 1.1720 4.5231 -3.8830
H 0.1511 2.6455 -6.1403
H 1.8069 3.1544 -6.0995
H 0.7882 6.5202 -6.8975
H 2.1322 5.6824 -6.0979
H 0.6161 6.1891 -5.1865
H -0.7910 4.0213 -2.9260
H -1.1750 4.1768 -4.4595
C -2.5108 -4.4897 -1.5312
C -3.2592 -4.8695 -2.7909
C -3.8513 -6.2771 -2.6280
O -4.6156 -6.5110 -3.7946
C -5.5737 -7.5348 -3.6624
N -4.3343 -3.8652 -3.0032
H -3.1777 -4.4333 -0.6672
H -2.0679 -3.4936 -1.6098
H -1.6965 -5.1822 -1.3151
H -2.5930 -4.9389 -3.6538
H -4.4730 -6.4231 -1.7401
H -2.9909 -6.9566 -2.5809
H -6.4196 -7.4704 -4.3471
H -6.0543 -7.6510 -2.6840
H -5.0799 -8.4906 -3.8757
H -4.9772 -4.3378 -3.6505
H -4.8884 -3.8606 -2.1476
C 0.2629 3.6992 2.1998
C -0.2749 3.1195 3.5075
C -0.6616 4.1519 4.5492
O 0.5115 4.6768 5.1122
C 0.2923 5.1511 6.4243
N -1.4037 2.2299 3.1630
H 0.9759 4.5085 2.3440
H -0.5701 4.0911 1.6063
H 0.7464 2.9056 1.6263
H 0.5176 2.4710 3.8968
H -1.2441 3.5813 5.2926
H -1.3520 4.9377 4.2159
H -0.4598 5.9434 6.4696
H 1.2336 5.5542 6.7961
H -0.0023 4.3952 7.1592
H -1.7303 1.8165 4.0405
H -1.0727 1.3895 2.6770
O -3.1045 2.0051 1.0472
H -3.2641 2.7984 0.5238
H -2.5275 2.3124 1.8350
O -2.5134 -1.9519 -3.9033
H -3.2371 -2.6325 -3.7488
H -1.9099 -2.3574 -4.5434
O 0.0962 -1.1578 3.9145
H -0.3131 -1.0139 3.0387
H 0.8245 -1.7668 3.7431
O -2.6655 -1.1639 4.4592
H -1.9066 -0.9140 3.9093
H -2.2851 -1.7176 5.1498
O -1.3770 0.8571 -4.1664
H -1.2082 1.8521 -4.2136
H -0.7532 0.4594 -4.7925
O -4.3659 -0.0324 2.7668
H -5.2636 -0.0815 3.1217
H -3.7724 -0.3644 3.4909
```

- energy above the lowest of the compared OMol25 structures with the same formula, charge and spin (kcal per mole) = 3.9
- net charge = +2
- molar mass (g/mol) = 838.66

---

What frontier orbital gap values result from the calculations? In sequence: 0.3207; 0.3133; 0.3461; 0.1571 Eh.
What HOMO values result from the calculations? In sequence: -8.741; -8.589; -9.262; -11.859 eV.